# C38H46BN6OSSi2SnTe

A molecular structure, C38H46BN6OSSi2SnTe (ωB97M-V with the def2-TZVPD basis set, the Open Molecules 2025 dataset).

Values from the calculation:
E_tot = -3363.28436 a.u.
Molar mass = 948.19 g/mol
Frontier orbital gap = 6.07 eV
Total charge = +1
Highest occupied orbital energy = -10.001 eV
2S+1 = 1
F_max = 11.1 eV/Å

Each line ends with the Löwdin charge.
Positions of all 97 atoms, in Å:
Te1 0.0000 -2.7660 0.0000  1.327
Sn1 0.0000 0.0000 0.0000  0.827
S1 -1.7348 0.0000 4.0957  1.049
Si1 3.2913 -2.8724 -0.4125  0.352
Si2 -1.4001 -5.5421 -1.1024  0.329
O1 -0.0614 8.9781 -9.1465  -0.073
N1 1.1648 1.1648 1.1648  -0.241
N2 -0.0220 3.6943 -5.3250  0.186
N3 -0.0216 5.2526 -3.7678  0.187
N4 -2.0376 0.0000 0.1778  -0.047
N5 0.0000 0.0324 -2.0355  -0.060
N6 0.0000 2.0358 -0.0324  -0.016
C1 -0.0397 8.3503 -6.9067  0.014
C2 -0.0444 0.0000 4.3824  -0.337
C3 -0.0105 0.7605 -4.7226  0.061
C4 3.1773 -1.3628 -1.5064  -0.204
C5 4.9557 -2.8921 0.4316  -0.180
C6 -0.2360 -4.8902 0.2092  -0.539
C7 -0.0562 6.5921 -8.5440  -0.001
C8 0.6762 0.0000 3.2076  -0.169
C9 -4.2861 0.0000 -0.6998  -0.035
C10 -3.0802 -4.7466 -0.9183  -0.188
C11 -2.5659 0.0000 1.4221  -0.254
C12 -0.0781 8.6219 -10.5234  -0.073
C13 -0.7267 -5.1866 -2.8083  -0.189
C14 -0.0049 1.3563 -2.3476  -0.136
C15 1.8329 1.8324 1.8332  -0.173
C16 0.0000 3.0153 0.8991  -0.060
C17 -0.0053 -0.5793 -4.3708  0.000
C18 -0.0303 7.4047 -5.8740  -0.018
C19 -0.0103 1.7379 -3.7118  -0.049
C20 -1.5727 -7.3886 -0.8931  -0.184
C21 -3.9309 0.0000 1.6770  0.017
C22 -0.1778 0.0000 2.0741  -0.354
C23 -0.0468 5.6454 -7.5112  -0.006
C24 3.1237 -4.4079 -1.4611  -0.183
C25 -4.8032 0.0000 0.5911  -0.017
C26 -0.0529 7.9517 -8.2440  -0.270
C27 -0.0048 4.3624 0.6021  0.026
C28 -0.0158 3.1002 -4.0818  -0.168
C29 -0.0256 5.0000 -5.1209  -0.230
C30 -0.0049 2.3530 -1.3511  -0.110
C31 -0.0155 4.0612 -3.0861  -0.124
C32 -2.9095 0.0000 -0.8538  -0.083
C33 -0.0341 6.0341 -6.1632  -0.161
C34 -0.0002 -0.8890 -3.0260  -0.126
C35 -0.0101 3.7234 -1.7193  -0.050
C36 1.9517 -2.8214 0.8934  -0.530
C37 -0.0100 4.7293 -0.7340  0.050
C38 -1.5087 0.0000 2.4069  -0.536
B1 2.7242 2.7224 2.7251  -0.364
H1 -0.0497 4.5863 -7.7676  0.116
H2 0.0039 -1.9218 -2.6889  0.038
H3 -4.9394 0.0000 -1.5651  0.117
H4 -0.6385 -5.1255 1.2156  0.034
H5 -0.6150 -4.0919 -2.9469  -0.001
H6 5.7578 -2.9203 -0.3341  0.044
H7 -2.2634 -7.7849 -1.6656  0.044
H8 -0.0366 9.4111 -6.6656  0.126
H9 -1.9784 -7.6098 0.1151  0.043
H10 -5.8775 0.0000 0.7521  0.124
H11 -0.0660 6.2283 -9.5659  0.109
H12 1.7508 0.0000 0.0000  0.088
H13 -3.4842 -4.9672 0.0908  0.046
H14 3.6662 3.0948 2.0986  0.014
H15 -0.0045 5.1038 1.3928  0.133
H16 -3.7665 -5.1537 -1.6889  0.046
H17 3.2868 -0.4489 -0.8875  0.021
H18 2.1939 -1.3475 -2.0192  -0.009
H19 0.3360 0.0000 5.3946  0.080
H20 -0.0052 -1.3590 -5.1232  0.126
H21 2.1431 -4.3969 -1.9764  0.010
H22 -0.0848 9.5471 -11.1077  0.098
H23 -0.0139 5.7833 -0.9901  0.124
H24 -0.0239 6.1672 -3.3458  0.151
H25 0.0042 2.6664 1.9281  0.139
H26 0.7415 -5.3911 0.0603  0.024
H27 -0.0146 1.0497 -5.7712  0.134
H28 5.0305 -3.7894 1.0794  0.042
H29 -0.0198 7.7746 -4.8542  0.104
H30 -2.4565 0.0000 -1.8412  0.113
H31 3.0959 2.0943 3.6662  0.018
H32 1.7574 0.0000 3.1619  0.110
H33 2.0313 -3.7081 1.5550  0.040
H34 -1.4278 -5.5844 -3.5703  0.047
H35 0.8220 8.0616 -10.7970  0.098
H36 -2.9904 -3.6489 -1.0493  0.013
H37 2.0737 -1.9225 1.5316  0.007
H38 -0.9851 8.0624 -10.7753  0.098
H39 5.0666 -1.9782 1.0505  0.044
H40 0.2598 -5.6791 -2.9258  0.040
H41 3.9351 -4.4287 -2.2170  0.048
H42 2.0975 3.6641 3.0982  0.016
H43 3.9863 -1.3958 -2.2646  0.052
H44 3.1962 -5.3073 -0.8161  0.045
H45 -4.3229 0.0000 2.6872  0.119
H46 -0.5781 -7.8670 -1.0054  0.043